6
Properties=species:S:1:pos:R:3:forces:R:3 method="wB97M-V/def2-TZVPD" de_lowest_ev=1.774 orbital_gap_ev=8.6583 charge=0
P -0.130 0.093 0.106 3.09 0.01 0.17
P 0.784 -1.771 0.021 -0.87 0.85 0.29
Cl -1.960 0.266 -0.084 -7.18 -0.61 0.01
H -0.136 1.059 1.143 1.06 -0.37 0.28
H -0.169 1.027 -0.937 2.19 -0.02 -0.40
H 1.612 -0.675 -0.250 1.70 0.13 -0.36

16
Properties=species:S:1:pos:R:3:forces:R:3 method="wB97M-V/def2-TZVPD" de_lowest_ev=3.140 orbital_gap_ev="5.7589 / 7.2099" charge=0
C -0.630 -0.476 1.861 -1.66 0.62 -4.00
C 0.308 -1.182 1.227 0.21 -0.22 0.60
C -1.563 0.248 1.007 3.02 -0.50 0.03
C -0.535 -0.463 -0.890 3.03 0.42 -0.25
C 1.178 1.470 -0.915 -0.72 -0.63 1.01
N -1.357 0.306 -0.287 -3.48 1.05 1.02
N 0.317 -1.258 -0.157 0.66 -0.85 0.41
O -0.551 -0.589 -2.213 2.04 -1.29 0.68
F 1.475 2.165 0.250 -0.43 0.25 -0.44
F 2.298 0.681 -1.039 0.31 -0.16 -0.67
F 1.168 2.370 -1.925 0.45 -0.07 0.15
H -0.797 -0.519 2.853 -0.11 0.03 3.23
H 0.995 -1.714 1.909 0.11 -0.05 -1.41
H -2.096 1.034 1.440 -1.49 0.81 0.48
H 1.199 -1.571 -0.547 -0.37 0.03 -0.48
H -1.409 -0.502 -2.574 -1.58 0.57 -0.36

68
Properties=species:S:1:pos:R:3:forces:R:3 method="wB97M-V/def2-TZVPD" de_lowest_ev=0.210 orbital_gap_ev=5.9262 charge=+4
Mo 0.059 -1.363 -0.244 -0.43 0.37 -0.25
N -2.150 -1.122 -0.225 -0.15 -0.10 0.05
C -2.700 0.249 -0.463 0.06 -0.01 0.03
C -1.832 1.164 0.358 -0.01 0.02 -0.02
N -0.417 0.814 -0.004 0.04 0.04 0.02
H -2.601 -1.792 -0.848 -0.02 0.04 -0.02
H -2.446 -1.417 0.710 -0.03 -0.01 -0.02
H -3.752 0.295 -0.180 0.02 0.03 0.02
H -2.628 0.467 -1.530 0.00 0.02 0.02
H -1.965 0.987 1.425 -0.01 -0.01 -0.02
H -2.027 2.218 0.162 -0.02 -0.02 -0.01
H 0.240 1.298 0.614 -0.02 0.02 0.03
H -0.235 1.241 -0.918 0.00 0.01 0.01
C 2.324 -2.413 2.814 -0.36 0.07 0.18
Si 1.095 -1.287 2.008 0.58 0.30 0.09
C 0.087 -0.305 3.211 -0.03 -0.16 -0.06
C -0.054 -3.156 0.624 0.25 0.13 0.03
C -0.136 -4.162 1.597 -0.20 -0.14 -0.01
C -0.585 -5.396 1.177 0.02 0.04 0.07
C -0.953 -5.624 -0.168 -0.01 0.02 -0.06
C -0.854 -4.637 -1.128 0.05 0.13 -0.03
C -0.350 -3.372 -0.729 0.10 -0.60 -0.01
Si 0.463 -2.515 -2.361 0.02 -0.24 0.03
C 1.718 -3.595 -3.164 -0.12 0.26 -0.01
C -0.864 -1.682 -3.377 0.10 -0.03 0.07
H 1.771 -3.016 3.546 0.03 -0.01 -0.04
H 3.008 -1.810 3.415 0.03 0.03 -0.02
H 2.889 -3.069 2.162 0.04 -0.02 -0.08
H 0.671 -0.178 4.126 0.01 0.00 -0.01
H -0.805 -0.887 3.480 -0.01 0.02 0.02
H -0.241 0.676 2.871 0.05 0.02 -0.02
H 0.075 -3.998 2.644 -0.06 -0.01 -0.02
H -0.699 -6.204 1.890 0.02 0.02 0.03
H -1.333 -6.601 -0.447 0.00 0.00 -0.02
H -1.138 -4.859 -2.151 0.00 0.01 0.00
H 1.320 -4.616 -3.188 -0.01 0.00 -0.01
H 2.676 -3.613 -2.650 0.01 0.00 0.06
H 1.871 -3.279 -4.200 -0.01 0.03 0.01
H -0.649 -1.900 -4.429 0.02 0.00 0.00
H -0.896 -0.591 -3.299 0.01 0.00 0.04
H -1.859 -2.079 -3.158 0.02 -0.03 -0.01
C 2.283 0.570 -2.338 0.03 0.07 0.03
P 2.327 -0.272 -0.728 0.01 -0.16 -0.03
C 3.736 -1.377 -0.743 0.11 0.13 -0.01
C 4.973 -0.823 -1.103 -0.02 0.04 0.01
C 6.107 -1.617 -1.114 -0.01 0.00 0.01
C 6.020 -2.960 -0.762 0.01 -0.01 0.00
C 4.798 -3.513 -0.395 0.03 -0.01 0.00
C 3.660 -2.722 -0.384 -0.11 -0.12 -0.01
C 2.619 0.990 0.543 0.06 0.10 -0.08
C 3.197 0.551 1.743 -0.15 -0.16 0.08
C 3.375 1.436 2.804 0.02 -0.01 0.01
C 2.999 2.765 2.666 -0.02 0.06 0.01
C 2.467 3.217 1.462 0.03 -0.01 0.05
C 2.273 2.335 0.401 -0.01 -0.06 -0.09
H 3.183 1.182 -2.439 0.00 -0.01 -0.02
H 1.424 1.228 -2.482 -0.02 -0.02 0.03
H 2.297 -0.178 -3.133 0.01 0.00 -0.01
H 5.066 0.226 -1.363 0.00 0.01 0.00
H 7.060 -1.189 -1.394 0.00 0.00 0.00
H 6.910 -3.575 -0.771 0.00 -0.01 0.00
H 4.741 -4.558 -0.121 0.00 0.00 0.00
H 2.712 -3.173 -0.104 -0.02 0.03 -0.02
H 3.650 -0.432 1.788 0.09 -0.05 -0.01
H 3.863 1.106 3.713 -0.01 -0.02 0.00
H 3.162 3.462 3.478 -0.01 0.00 0.00
H 2.223 4.264 1.340 0.00 0.01 -0.01
H 1.898 2.726 -0.539 -0.01 -0.01 -0.01